1.
The following is a DFT calculation (ωB97M-V/def2-TZVPD) of a molecular structure, C29H24N5O4Pt in a non-equilibrium geometry.

Last column: Mulliken charge in e.
Geometry (Å):
1 Pt -0.3815 0.1834 0.4163  0.1441
2 C -1.1088 4.3077 -1.6353  -0.5104
3 O -0.8227 5.0154 -0.4191  -0.4663
4 C -0.2469 4.5235 0.6809  0.2861
5 C -0.0406 5.4740 1.7034  -0.7666
6 C 0.5844 5.1250 2.8573  -0.7245
7 C 1.0355 3.8023 3.0588  -0.9580
8 C 0.8203 2.8280 2.1230  0.6977
9 C 1.3095 1.4784 2.4392  -0.1741
10 N 1.0265 0.4405 1.7683  0.7303
11 N 1.6892 -0.7602 2.1248  -1.0546
12 C 0.9761 -1.7768 1.7356  0.8258
13 O -0.2536 -1.6784 1.2902  -0.6846
14 C 1.5464 -3.1352 1.8635  0.4058
15 C 0.7077 -4.2430 1.8054  -0.2713
16 C 1.2474 -5.5179 1.8683  -0.7065
17 C 2.6211 -5.6847 1.9707  -0.3622
18 C 3.4589 -4.5783 2.0264  -0.7832
19 C 2.9241 -3.3017 1.9805  -0.2952
20 C 0.1646 3.1451 0.8758  1.1791
21 O -0.0536 2.2891 -0.0724  -0.8592
22 H -1.5201 5.0712 -2.2906  0.3206
23 H -1.8374 3.5249 -1.4615  0.0830
24 H -0.2015 3.8879 -2.0583  0.2785
25 H -0.3805 6.4860 1.5318  0.4856
26 H 0.7426 5.8655 3.6283  0.3967
27 H 1.5541 3.5487 3.9745  0.4204
28 H 1.9885 1.3454 3.2781  0.5284
29 H -0.3594 -4.0971 1.7117  0.4399
30 H 0.5980 -6.3819 1.8346  0.4086
31 H 3.0414 -6.6807 2.0106  0.4196
32 H 4.5292 -4.7114 2.1078  0.4140
33 H 3.5617 -2.4295 2.0249  0.4485
34 C -3.2089 0.3720 -2.7310  -1.5046
35 C -2.5147 0.4259 -1.4206  1.3540
36 N -1.3849 -0.1379 -1.1784  0.9432
37 N -0.7593 -0.9182 -2.1414  -1.1916
38 C 0.4740 -1.1547 -1.7649  0.1615
39 O 1.0417 -0.6544 -0.6959  -0.7322
40 C 1.3098 -2.0544 -2.5835  0.6989
41 C 0.9457 -2.3622 -3.8926  -0.4110
42 C 1.7602 -3.1782 -4.6566  -0.7233
43 C 2.9302 -3.6954 -4.1138  -0.3835
44 C 3.2834 -3.4040 -2.8044  -0.7956
45 C 2.4785 -2.5776 -2.0382  -0.2733
46 C -3.0567 1.1585 -0.2568  0.3363
47 C -4.2190 1.9077 -0.2875  -0.5371
48 C -4.5926 2.6070 0.8515  -0.5482
49 C -3.8168 2.5159 1.9959  -0.8268
50 C -2.6877 1.7127 1.9723  0.0309
51 N -2.3170 1.0581 0.8747  -0.0566
52 H -2.6531 -0.2607 -3.4147  0.3330
53 H -3.2884 1.3740 -3.1589  0.3729
54 H -4.2186 -0.0253 -2.6173  0.3800
55 H 0.0311 -1.9567 -4.3016  0.4537
56 H 1.4846 -3.4112 -5.6758  0.4043
57 H 3.5685 -4.3271 -4.7169  0.4048
58 H 4.1885 -3.8174 -2.3815  0.4247
59 H 2.7437 -2.3427 -1.0173  0.5053
60 H -4.8164 1.9444 -1.1867  0.4856
61 H -5.4841 3.2184 0.8427  0.4575
62 H -4.0779 3.0452 2.9001  0.4646
63 H -2.0643 1.5734 2.8456  0.4770

Properties
E_tot = -49341.440 eV
largest force on an atom = 3.4 eV Å⁻¹
net charge = +1
orbital gap (spin up / spin down) = 5.733 / 5.734 eV
HOMO (spin up / spin down) = -10.29 / -10.29 eV
energy above the lowest of the compared OMol25 structures with the same formula, charge and spin = 0.199 eV
spin multiplicity = 1

---

2.
The following is a DFT calculation (ωB97M-V/def2-TZVPD) of a molecular structure, C29H25BrClLiN6O2P.

Last column: Mulliken charge in e.
Geometry (Å):
1 Li 0.0408 0.1511 -0.3688  0.5887
2 C -0.3256 4.5384 1.5423  -0.9045
3 N -1.0123 3.3295 1.1348  0.5241
4 C -2.0279 3.2550 0.2246  -0.4930
5 C -2.2947 1.9252 0.0554  -0.5461
6 N -1.4618 1.1869 0.8418  -0.2074
7 C -0.6928 2.0545 1.4724  0.0153
8 P 0.6656 1.6103 2.5950  -0.4701
9 C 1.9289 1.0456 1.4117  0.4437
10 N 1.9147 -0.0374 0.6573  -0.3420
11 C 3.1126 -0.0657 0.0157  -0.7485
12 C 3.8609 1.0211 0.3727  -0.3664
13 N 3.1065 1.7230 1.2683  0.3086
14 C 3.4092 3.0584 1.7442  -0.8344
15 C -0.0184 0.0412 3.2190  0.1256
16 N 0.3334 -1.1935 2.9492  -0.3799
17 C -0.4659 -1.9885 3.7178  -0.9143
18 C -1.3148 -1.2239 4.4665  -0.0253
19 N -1.0193 0.0744 4.1542  0.2470
20 C -1.6400 1.2568 4.7067  -0.7998
21 H -0.9608 5.3927 1.3180  0.3739
22 H -0.1272 4.5112 2.6137  0.3037
23 H 0.6068 4.6270 0.9796  0.2992
24 H -2.4448 4.1386 -0.2275  0.4214
25 H -3.0251 1.4590 -0.5864  0.4824
26 H 3.3596 -0.8636 -0.6654  0.4664
27 H 4.8406 1.3542 0.0756  0.4423
28 H 4.4824 3.1554 1.8995  0.3786
29 H 3.0690 3.7886 1.0059  0.2733
30 H 2.8922 3.2317 2.6857  0.3092
31 H -0.3968 -3.0626 3.6641  0.4651
32 H -2.0869 -1.4806 5.1717  0.3972
33 H -2.2549 0.9712 5.5572  0.3612
34 H -0.8768 1.9589 5.0442  0.3155
35 H -2.2668 1.7532 3.9634  0.2221
36 Br -2.2534 -2.0733 0.1369  -0.1746
37 C -2.8858 -1.4005 -1.5385  0.3049
38 C -4.2269 -1.5307 -1.7732  -0.6295
39 C -4.7517 -1.1680 -3.0296  -0.4637
40 C -3.9098 -0.7313 -4.0112  -0.8381
41 C -2.5205 -0.5869 -3.7753  0.9979
42 C -1.6520 -0.1715 -4.8081  -0.9990
43 C -0.3115 -0.0608 -4.5621  -0.7128
44 C 0.1943 -0.2963 -3.2680  -0.2656
45 C -0.5727 -0.6715 -2.1769  -1.2283
46 C -1.9596 -0.8767 -2.4862  1.1863
47 H -4.8737 -1.9294 -1.0032  0.3884
48 H -5.8146 -1.2695 -3.2147  0.3697
49 H -4.2952 -0.4958 -4.9986  0.3131
50 H -2.0645 0.0492 -5.7877  0.2945
51 H 0.3626 0.2382 -5.3606  0.3733
52 H 1.2620 -0.1459 -3.1284  0.2619
53 Cl 3.0799 3.2739 -7.0176  -0.2691
54 C 2.5340 3.1822 -5.3592  0.4571
55 C 1.4721 3.9678 -4.9483  -0.8182
56 C 1.0662 3.9152 -3.6227  -0.1937
57 C 1.7020 3.0793 -2.7146  0.2167
58 C 2.7514 2.2839 -3.1589  0.1535
59 C 3.1788 2.3326 -4.4777  -0.8149
60 C 1.2810 3.0481 -1.2516  -0.3063
61 O 1.5799 4.0607 -0.5758  -0.8708
62 O 0.6843 2.0264 -0.8547  0.0008
63 H 0.9686 4.6097 -5.6589  0.3948
64 H 0.2387 4.5301 -3.2912  0.4418
65 H 3.2350 1.6116 -2.4605  0.3195
66 H 3.9925 1.7070 -4.8201  0.3773

Properties
E_tot = -135576.474 eV
largest force on an atom = 0.4 eV Å⁻¹
net charge = -1
orbital gap = 6.438 eV
HOMO = -3.91 eV
energy above the lowest of the compared OMol25 structures with the same formula, charge and spin = 0.000 eV
spin multiplicity = 1